This record from the OMol25 dataset describes 12 unconnected molecules or ions with the total composition C36H96O12. The level of theory is ωB97M-V with the def2-TZVPD basis set.

Positions of all 144 atoms, in Å:
C (-12.90528, -3.05324, -3.31044)
C (-13.62376, -3.44114, -4.64905)
C (-13.44286, -4.90749, -4.89604)
O (-14.97342, -3.17559, -4.66430)
H (-11.92915, -3.51692, -3.16807)
H (-13.53143, -3.35164, -2.46960)
H (-12.83424, -1.97172, -3.19487)
H (-13.31817, -2.84185, -5.50670)
H (-12.41719, -5.26780, -4.81681)
H (-13.85821, -5.20163, -5.85992)
H (-13.99498, -5.45990, -4.13570)
H (-15.39329, -3.34027, -5.51176)
C (-10.05817, 6.23885, -1.18485)
C (-9.70991, 4.92230, -0.53729)
C (-9.14185, 3.89542, -1.53687)
O (-8.68797, 5.26550, 0.35851)
H (-10.22976, 7.01566, -0.43972)
H (-10.94642, 6.04201, -1.78515)
H (-9.20322, 6.65908, -1.71455)
H (-10.61116, 4.64973, 0.01184)
H (-8.31214, 4.45411, -1.96992)
H (-9.82189, 3.63576, -2.34817)
H (-8.78117, 2.98039, -1.06705)
H (-9.09060, 5.90186, 0.95393)
C (-6.94316, -0.59331, -5.82850)
C (-6.42353, -1.60009, -6.87005)
C (-7.24292, -1.90376, -8.12673)
O (-5.25760, -0.90331, -7.22750)
H (-7.70363, -1.15420, -5.28518)
H (-7.43518, 0.12535, -6.48390)
H (-6.31619, -0.27657, -4.99503)
H (-6.11249, -2.43432, -6.24123)
H (-6.67884, -2.24387, -8.99520)
H (-7.62692, -0.97610, -8.55110)
H (-8.13640, -2.52294, -8.04670)
H (-5.57409, -0.51088, -8.04447)
C (-5.21517, -2.87324, -2.67692)
C (-3.68213, -2.95066, -2.51780)
C (-3.04539, -2.12083, -1.37752)
O (-3.31970, -4.35605, -2.24451)
H (-5.53574, -3.58759, -3.43523)
H (-5.65247, -1.91847, -2.96898)
H (-5.63253, -3.18794, -1.72043)
H (-3.42949, -2.52660, -3.48963)
H (-3.36588, -1.08554, -1.49398)
H (-1.95707, -2.13900, -1.43515)
H (-3.30995, -2.47841, -0.38241)
H (-2.40466, -4.20540, -1.99628)
C (-12.55733, -1.57210, 1.70767)
C (-13.49497, -2.26571, 0.72885)
C (-14.03765, -1.34572, -0.40836)
O (-12.67204, -3.26274, 0.11441)
H (-12.26365, -2.28083, 2.48198)
H (-13.08619, -0.80419, 2.27222)
H (-11.69943, -1.10510, 1.22392)
H (-14.32615, -2.76476, 1.22704)
H (-14.66581, -0.57789, 0.04324)
H (-14.68996, -1.96066, -1.02839)
H (-13.19202, -1.05513, -1.03172)
H (-11.86460, -2.81933, -0.15584)
C (-8.73398, -4.22615, -5.04920)
C (-8.86678, -5.40125, -6.10107)
C (-9.14379, -6.73368, -5.36935)
O (-9.91920, -5.19211, -7.00744)
H (-9.62272, -4.02246, -4.45192)
H (-8.69852, -3.33888, -5.68133)
H (-7.87305, -4.38022, -4.39868)
H (-7.94754, -5.40038, -6.68682)
H (-8.99398, -7.57348, -6.04786)
H (-10.15003, -6.73898, -4.95034)
H (-8.47923, -6.89496, -4.52056)
H (-9.68927, -5.74102, -7.76073)
C (-13.40701, -7.01721, -1.38655)
C (-12.23893, -6.80009, -0.35698)
C (-11.02497, -6.13236, -0.95214)
O (-12.72649, -6.12647, 0.80175)
H (-14.24990, -7.63976, -1.08642)
H (-13.07813, -7.48972, -2.31212)
H (-13.99857, -6.12048, -1.57104)
H (-11.94163, -7.79523, -0.02621)
H (-10.10657, -6.07828, -0.36758)
H (-11.15047, -5.12178, -1.34084)
H (-10.71459, -6.68229, -1.84060)
H (-13.00379, -5.23990, 0.55946)
C (-9.78232, 3.23956, 2.89237)
C (-10.13012, 1.87151, 3.55327)
C (-8.98745, 1.09342, 4.02154)
O (-10.93681, 2.34396, 4.58161)
H (-9.22383, 3.11706, 1.96438)
H (-9.17751, 3.87059, 3.54360)
H (-10.67588, 3.85712, 2.80134)
H (-10.83268, 1.35079, 2.90260)
H (-8.30457, 1.76546, 4.54129)
H (-8.30760, 0.68844, 3.27194)
H (-9.25738, 0.32414, 4.74503)
H (-10.69635, 1.87381, 5.38332)
C (-9.17470, -3.72843, 1.72118)
C (-7.91002, -4.17070, 0.83893)
C (-7.36333, -5.55256, 1.29273)
O (-8.36299, -4.33894, -0.46277)
H (-9.56291, -2.74846, 1.44363)
H (-9.05079, -3.73705, 2.80408)
H (-10.06891, -4.34070, 1.60448)
H (-7.18426, -3.36667, 0.96100)
H (-7.28231, -5.41750, 2.37130)
H (-6.31717, -5.69696, 1.02290)
H (-7.95869, -6.41864, 1.00369)
H (-7.70221, -4.84114, -0.94524)
C (-13.41211, 3.30602, 0.35061)
C (-13.92760, 2.92437, -1.08573)
C (-12.90884, 2.28258, -1.97132)
O (-15.06841, 2.16470, -0.91853)
H (-12.46982, 3.85157, 0.40123)
H (-13.00528, 2.60752, 1.08183)
H (-14.11248, 3.88189, 0.95555)
H (-14.25459, 3.80003, -1.64645)
H (-12.09310, 2.91099, -2.32876)
H (-13.40918, 2.02335, -2.90436)
H (-12.60576, 1.37063, -1.45694)
H (-15.45845, 2.65072, -0.18829)
C (-6.22227, 3.16019, 2.26674)
C (-5.65073, 2.06636, 1.35941)
C (-5.07942, 0.87511, 2.08343)
O (-6.61151, 1.61318, 0.46404)
H (-6.81827, 2.77729, 3.09516)
H (-6.78346, 3.85851, 1.64584)
H (-5.51126, 3.74102, 2.85427)
H (-4.87744, 2.49390, 0.72117)
H (-4.40183, 1.23581, 2.85729)
H (-4.48981, 0.15982, 1.51000)
H (-5.90883, 0.28917, 2.47948)
H (-7.33780, 2.24045, 0.43879)
C (-9.37269, 0.04346, -0.43308)
C (-9.98731, -0.89139, -1.45132)
C (-9.07485, -1.24663, -2.70847)
O (-10.32920, -2.16283, -0.88906)
H (-9.11419, 0.99914, -0.88910)
H (-8.63335, -0.56302, 0.09006)
H (-10.07229, 0.26410, 0.37313)
H (-10.86194, -0.37458, -1.84632)
H (-9.06481, -0.41607, -3.41428)
H (-9.57643, -1.90241, -3.42013)
H (-8.08083, -1.65189, -2.51929)
H (-9.60770, -2.78445, -1.01006)

The HOMO energy (alpha / beta) is -10.8 / -10.8 eV. As for the total energy: -63444.3469 eV. Its LUMO energy (alpha / beta) is -3.157 / -9.375 eV. As for the charge: +1. The spin multiplicity is 2.

This record from the OMol25 dataset describes a molecular structure, C37H18F4N5PTc. The level of theory is ωB97M-V with the def2-TZVPD basis set.

Positions of all 66 atoms, in Å:
Tc (0.55992, -0.45567, 1.59365)
C (3.21511, -3.16202, -2.81711)
C (2.38365, -2.15513, -3.28672)
C (1.31822, -1.72598, -2.51832)
C (1.04402, -2.30847, -1.27785)
C (1.91202, -3.29600, -0.80592)
C (2.98745, -3.72573, -1.57087)
P (-0.30367, -1.93899, -0.12643)
C (-1.42692, -3.33966, -0.10530)
C (-1.21397, -4.45725, -0.91283)
C (-2.18002, -5.45392, -0.95335)
C (-3.33236, -5.34225, -0.18883)
C (-3.53038, -4.23560, 0.63179)
C (-2.58075, -3.23258, 0.67844)
C (-1.34259, -0.48992, -0.36016)
C (-2.29552, -0.13563, -1.30461)
C (-3.11415, 0.94754, -1.01335)
C (-2.99495, 1.63770, 0.19809)
C (-2.04784, 1.27980, 1.15006)
C (-1.21275, 0.21109, 0.84213)
H (4.04719, -3.49486, -3.42441)
H (2.57364, -1.68914, -4.24635)
H (-0.09621, -0.87718, -3.84243)
H (1.73237, -3.75048, 0.16400)
H (3.64303, -4.49990, -1.19523)
H (-0.31818, -4.55917, -1.51013)
H (-2.02661, -6.32022, -1.58348)
H (-4.08176, -6.12248, -0.22781)
H (-4.42587, -4.15717, 1.23411)
H (-2.73633, -2.36995, 1.31850)
H (-2.42629, -0.69884, -2.22181)
H (-3.87263, 1.24816, -1.72462)
H (-3.65985, 2.46722, 0.40489)
H (-1.97199, 1.82510, 2.08143)
F (1.21012, 3.11868, 0.47443)
C (1.11241, 3.71103, -0.73221)
C (1.03475, 5.08122, -0.78697)
F (1.07245, 5.74021, 0.35985)
C (0.87389, 5.76198, -2.00600)
C (0.79048, 4.94928, -3.14701)
C (0.88749, 3.57764, -3.06879)
F (0.82699, 2.86256, -4.19954)
C (1.05564, 2.91916, -1.86279)
C (1.13775, 1.44562, -1.79551)
C (1.63380, 0.77939, -0.67736)
N (1.99024, 0.12222, 0.22243)
C (0.59389, 0.61311, -2.73489)
N (0.50756, -0.64476, -3.06134)
F (0.64321, 5.48456, -4.34727)
C (0.79835, 7.20097, -2.07769)
C (0.38115, 7.88383, -3.24899)
N (0.00711, 8.45428, -4.18032)
C (1.13780, 8.03221, -0.97924)
N (1.43543, 8.72719, -0.10724)
N (0.80761, -0.67550, 8.79274)
C (0.78603, -0.77479, 7.64822)
C (0.75171, -0.88806, 6.21016)
C (1.09800, 0.21566, 5.43674)
C (1.04236, 0.09394, 4.05463)
C (0.62530, -1.10426, 3.47723)
C (0.29152, -2.21411, 4.24521)
C (0.36715, -2.09942, 5.61926)
H (1.41965, 1.13466, 5.90745)
H (1.35793, 0.95675, 3.44300)
H (-0.02133, -3.14505, 3.79230)
H (0.11850, -2.94260, 6.25028)

The HOMO energy (alpha / beta) is -13.1 / -14.6 eV. As for the total energy: -68445.1873 eV. Its LUMO energy (alpha / beta) is -8.408 / -8.065 eV. As for the charge: +2. The spin multiplicity is 4.